[1]
Here is a cluster of 2 separate species, C2H6O3 in total from the Open Molecules 2025 dataset. Energies are from wB97M-V/def2-TZVPD.

As for the structure (SMILES): O=CO.CO. For the orbital gap, the calculation gives 11.29 eV. The value obtained for the largest force on an atom is 0.0974 hartree/bohr. Its energy relative to the best compared isomer or geometry (same formula, charge and spin) is 2.4873 eV. Its lowest unoccupied orbital energy is 0.45 eV. For the electronic energy, the calculation gives -305.4611 hartree. The HOMO energy is -10.837 eV.

CARTESIAN COORDINATES (ANGSTROEM)
O: -2.181 1.002 0.410
C: -1.449 0.317 1.125
O: -0.084 0.502 1.149
H: -1.646 -0.707 1.600
H: 0.482 -0.227 0.760
C: 1.600 -0.494 -1.862
O: 1.610 -0.924 -0.455
H: 1.676 -1.436 -2.631
H: 0.653 0.046 -2.006
H: 2.353 0.184 -1.906
H: 0.815 -1.444 -0.226

Cartesian forces (eV/Å) of the 2 atoms listed first:
O 1.56 -1.72 2.92
C 0.36 -0.58 -3.18

Need the Löwdin charges? In units of e they are: number 1, O, carries 0.050; number 2, C, carries -0.336; number 3, O, carries -0.012; number 4, H, carries 0.149; number 5, H, carries 0.067; number 6, C, carries -0.083; number 7, O, carries -0.166; number 8, H, carries 0.137; number 9, H, carries 0.081; number 10, H, carries 0.035; number 11, H, carries 0.077



[2]
Here is a cluster of 2 separate species, C2H6O3 in total from the Open Molecules 2025 dataset. Energies are from wB97M-V/def2-TZVPD.

For the orbital gap, the calculation gives 8.66 eV. The value obtained for the largest force on an atom is 0.0127 hartree/bohr. Its energy relative to the best compared isomer or geometry (same formula, charge and spin) is 7.5109 eV. Its lowest unoccupied orbital energy is -0.65 eV. For the electronic energy, the calculation gives -305.2765 hartree. The HOMO energy is -9.311 eV.

CARTESIAN COORDINATES (ANGSTROEM)
C: 1.165 0.443 -0.153
C: -1.368 0.347 0.186
O: 0.197 -0.454 -0.913
O: 0.696 0.486 1.068
O: 0.316 -1.786 -0.374
H: 0.429 -1.576 0.579
H: 1.091 1.357 -0.771
H: 2.148 -0.035 -0.285
H: -1.310 1.391 -0.080
H: -1.904 -0.299 -0.493
H: -1.460 0.126 1.235

Cartesian forces (eV/Å) of the 2 atoms listed first:
C -0.14 -0.29 0.00
C 0.57 -0.23 -0.11

Need the Löwdin charges? In units of e they are: number 1, C, carries -0.390; number 2, C, carries 0.241; number 3, O, carries -0.192; number 4, O, carries -0.179; number 5, O, carries -0.016; number 6, H, carries 0.093; number 7, H, carries 0.121; number 8, H, carries 0.126; number 9, H, carries 0.071; number 10, H, carries 0.064; number 11, H, carries 0.062



[3]
Here is an isolated molecule of C2H6O3 from the Open Molecules 2025 dataset. Energies are from wB97M-V/def2-TZVPD.

As for the structure (SMILES): COOCO. For the orbital gap, the calculation gives 10.78 eV. The value obtained for the largest force on an atom is 0.0749 hartree/bohr. Its energy relative to the best compared isomer or geometry (same formula, charge and spin) is 6.0951 eV. Its lowest unoccupied orbital energy is 0.71 eV. For the electronic energy, the calculation gives -305.3285 hartree. The HOMO energy is -10.067 eV.

CARTESIAN COORDINATES (ANGSTROEM)
C: 1.248 0.740 -0.357
O: -0.103 1.107 0.730
O: -1.265 0.631 0.108
C: -1.054 -0.706 -0.158
O: -0.820 -1.519 0.921
H: 1.075 1.442 -1.169
H: 1.952 1.150 0.357
H: 1.701 -0.197 -0.684
H: -1.897 -1.052 -0.764
H: -0.014 -0.622 -0.706
H: -0.823 -0.974 1.723

Cartesian forces (eV/Å) of the 2 atoms listed first:
C -0.48 2.43 2.10
O 2.70 -1.54 -2.28

Need the Löwdin charges? In units of e they are: number 1, C, carries 0.054; number 2, O, carries -0.142; number 3, O, carries -0.126; number 4, C, carries -0.342; number 5, O, carries -0.006; number 6, H, carries 0.076; number 7, H, carries 0.066; number 8, H, carries 0.068; number 9, H, carries 0.143; number 10, H, carries 0.102; number 11, H, carries 0.106



[4]
Here is an isolated molecule of C2H6OP2 from the Open Molecules 2025 dataset. Energies are from wB97M-V/def2-TZVPD.

For the orbital gap (alpha / beta), the calculation gives 7.33 / 8.42 eV. The value obtained for the largest force on an atom is 0.0503 hartree/bohr. Its energy relative to the best compared isomer or geometry (same formula, charge and spin) is 3.9089 eV. Its lowest unoccupied orbital energy (alpha / beta) is -0.26 / 0.20 eV. For the electronic energy, the calculation gives -837.5501 hartree. The HOMO energy (alpha / beta) is -7.581 / -8.222 eV.

CARTESIAN COORDINATES (ANGSTROEM)
C: 0.934 -0.776 -0.638
C: -0.934 -0.636 1.136
O: -0.216 -0.385 -0.043
P: 1.801 0.664 -1.468
P: -1.898 0.679 1.756
H: 1.431 -1.720 -0.288
H: -0.763 -1.362 1.895
H: 0.667 0.834 -2.340
H: 2.555 -0.135 -2.355
H: -2.612 1.193 0.692
H: -0.966 1.644 1.654

Cartesian forces (eV/Å) of the 2 atoms listed first:
C 0.18 -0.41 0.96
C 0.84 0.46 -2.40

Need the Löwdin charges? In units of e they are: number 1, C, carries -0.436; number 2, C, carries -0.456; number 3, O, carries -0.274; number 4, P, carries 0.776; number 5, P, carries 0.771; number 6, H, carries 0.075; number 7, H, carries 0.031; number 8, H, carries -0.094; number 9, H, carries -0.127; number 10, H, carries -0.125; number 11, H, carries -0.141



[5]
Here is an isolated molecule of C2H6OP2 from the Open Molecules 2025 dataset. Energies are from wB97M-V/def2-TZVPD.

As for the structure (SMILES): COP(C)#P. For the orbital gap (alpha / beta), the calculation gives 6.73 / 6.69 eV. The value obtained for the largest force on an atom is 0.0192 hartree/bohr. Its energy relative to the best compared isomer or geometry (same formula, charge and spin) is 0.8349 eV. Its lowest unoccupied orbital energy (alpha / beta) is -1.64 / -1.58 eV. For the electronic energy, the calculation gives -837.6630 hartree. The HOMO energy (alpha / beta) is -8.371 / -8.268 eV.

CARTESIAN COORDINATES (ANGSTROEM)
C: 0.574 1.474 -0.391
O: -0.180 1.165 0.757
P: -1.152 -0.162 0.882
C: 0.030 -1.563 0.470
P: -2.332 -0.097 -0.868
H: -0.006 1.290 -1.302
H: 1.492 0.886 -0.425
H: 0.820 2.532 -0.331
H: 0.340 -1.540 -0.573
H: 0.899 -1.490 1.116
H: -0.484 -2.495 0.667

Cartesian forces (eV/Å) of the 2 atoms listed first:
C 0.06 0.02 -0.19
O -0.25 -0.13 0.74

Need the Löwdin charges? In units of e they are: number 1, C, carries -0.203; number 2, O, carries -0.556; number 3, P, carries 0.456; number 4, C, carries -0.347; number 5, P, carries 0.391; number 6, H, carries 0.031; number 7, H, carries 0.078; number 8, H, carries 0.084; number 9, H, carries 0.017; number 10, H, carries 0.030; number 11, H, carries 0.018



[6]
Here is an isolated molecule of C2H6OP2 from the Open Molecules 2025 dataset. Energies are from wB97M-V/def2-TZVPD.

As for the structure (SMILES): P[C@@H]1O[C@H]1P. For the orbital gap, the calculation gives 10.72 eV. The value obtained for the largest force on an atom is 0.0832 hartree/bohr. Its energy relative to the best compared isomer or geometry (same formula, charge and spin) is 1.7078 eV. Its lowest unoccupied orbital energy is 0.94 eV. For the electronic energy, the calculation gives -837.6310 hartree. The HOMO energy is -9.777 eV.

CARTESIAN COORDINATES (ANGSTROEM)
P: 2.261 0.348 0.338
C: 0.591 -0.320 0.537
O: -0.096 -1.326 -0.094
C: -0.557 0.011 -0.370
P: -2.222 0.207 0.428
H: 2.286 0.481 -1.106
H: 2.925 -0.880 0.335
H: 0.160 -0.358 1.628
H: -0.220 0.440 -1.310
H: -2.931 -0.173 -0.853
H: -2.196 1.569 0.466

Cartesian forces (eV/Å) of the 2 atoms listed first:
P 0.19 0.18 -0.75
C -2.46 0.94 3.37

Need the Löwdin charges? In units of e they are: number 1, P, carries 0.829; number 2, C, carries -0.725; number 3, O, carries -0.151; number 4, C, carries -0.590; number 5, P, carries 0.841; number 6, H, carries -0.087; number 7, H, carries -0.117; number 8, H, carries 0.114; number 9, H, carries 0.090; number 10, H, carries -0.059; number 11, H, carries -0.144